{
  "formula": "C5H6",
  "method": "ωB97M-V/def2-TZVPD",
  "elements": ["C", "C", "C", "C", "C", "H", "H", "H", "H", "H", "H"],
  "positions_angstrom": [[1.99121, -0.24158, 0.64850], [1.83593, 0.64837, -0.36025], [-2.22616, 0.23888, -0.32069], [-1.33790, -0.23520, 0.54895], [1.01139, -0.49478, -0.34466], [2.42031, -0.66547, 1.57028], [2.16735, 1.40444, -1.04740], [-3.32796, 0.45756, 0.02615], [-1.81692, 0.84483, -1.14066], [-1.72226, -0.67965, 1.43123], [1.00500, -1.27738, -1.01146]],
  "atomic_forces_ev_per_a": [[0.1, 1.4, -0.7], [0.9, -1.2, 1.4], [-0.7, 1.8, 1.2], [1.6, -0.4, -2.5], [-2.6, 0.9, 2.4], [-0.1, 0.7, -0.8], [0.1, 0.4, 0.5], [2.0, -0.6, -0.9], [-0.7, -0.5, -0.2], [0.2, -0.6, 1.1], [-0.8, -1.7, -1.4]],
  "homo_lumo_gap_ev": [8.15, 8.16],
  "homo_ha": [-0.272, -0.273],
  "energy_ha": -193.83755,
  "e_above_lowest_kj_mol": 637.8,
  "e_lumo_ha": [0.027, 0.027]
}

***

{
  "formula": "C5H6B2BeCl4F4KLi2NNaO13P2S2",
  "method": "ωB97M-V/def2-TZVPD",
  "elements": ["N", "P", "O", "P", "S", "H", "H", "H", "H", "H", "Cl", "Be", "C", "Cl", "Cl", "Cl", "H", "O", "S", "O", "O", "O", "Li", "B", "F", "F", "F", "F", "Na", "B", "O", "C", "O", "C", "O", "O", "O", "C", "O", "C", "O", "O", "Li", "K"],
  "positions_angstrom": [[-1.03793, 3.12578, -1.56167], [-0.56058, 1.61544, -0.86845], [0.96866, 1.16866, -1.41909], [-1.98094, 0.22041, -1.82570], [-3.95122, 0.94557, -1.26815], [-0.29913, 3.82857, -1.50382], [-1.36790, 3.00235, -2.53213], [1.51471, 0.82046, -0.70316], [-1.78024, 0.43204, -3.23510], [-3.71418, 1.92053, -0.31571], [-0.00436, 3.73365, -3.56261], [-5.89251, 2.34684, -0.25399], [-0.05852, 6.26489, 0.57972], [0.17655, 7.16537, 2.07416], [0.95880, 4.82883, 0.55582], [-1.77589, 5.83565, 0.38085], [0.22818, 6.89994, -0.25199], [3.35460, 1.69596, 3.75896], [2.59044, 2.03228, 2.55690], [1.17185, 2.21793, 2.90807], [2.70516, 0.93366, 1.58768], [3.09673, 3.26630, 1.93977], [2.14045, -1.10923, -0.35696], [6.12621, 1.87605, 1.05438], [6.88681, 0.75280, 0.64307], [5.64816, 1.65927, 2.37803], [6.92839, 3.03323, 1.02222], [5.01148, 2.03805, 0.17606], [-3.88752, 3.59730, -1.12102], [-1.36124, -5.02386, -0.44828], [-1.89440, -5.83566, 0.68031], [-3.12054, -6.21233, 0.34898], [-3.83610, -6.89013, 1.04578], [-3.46045, -5.66888, -0.99913], [-4.48706, -5.82818, -1.57555], [-2.41886, -4.97033, -1.46003], [-0.99016, -3.64506, 0.00937], [0.30386, -3.48467, -0.24757], [0.91284, -2.47894, 0.00517], [0.84729, -4.72366, -0.87385], [1.97191, -4.88900, -1.21563], [-0.13595, -5.62032, -0.98863], [-1.61260, -2.80858, 1.94347], [-3.91482, -8.06898, 2.93947]],
  "atomic_forces_ev_per_a": [[-1.5, -3.2, 3.0], [0.2, 1.5, 1.5], [-1.0, -0.5, -0.8], [1.0, -1.3, -0.6], [0.2, 0.5, 0.2], [-0.4, 0.1, 0.1], [0.5, 0.4, 0.2], [-0.2, 1.3, 0.4], [-0.6, 0.5, 0.4], [0.6, -1.7, -0.2], [1.6, 1.0, -3.4], [-1.3, -0.1, 0.5], [0.5, 0.0, 0.1], [-0.1, -0.1, -0.2], [0.0, 0.2, 0.0], [-0.3, 0.1, 0.0], [-0.1, -0.1, 0.0], [-0.7, -0.5, 0.0], [1.9, 0.7, 0.9], [0.0, -0.2, -0.3], [-0.9, -0.7, -0.7], [-0.7, 0.0, -0.4], [0.6, 0.1, 0.3], [0.6, 0.3, -0.1], [-0.4, 0.2, 0.1], [-0.1, 0.0, -0.3], [-0.4, -0.5, 0.0], [0.0, -0.2, 0.2], [1.1, 1.9, -0.8], [-0.1, -1.1, -1.4], [-0.5, 0.4, 0.1], [0.5, -0.4, 0.9], [0.2, 1.0, -1.3], [-0.6, 0.6, -2.0], [-0.1, -0.2, 0.4], [0.3, -0.1, 1.2], [0.2, 0.2, 1.1], [-0.3, 1.0, 0.2], [-0.1, 0.3, 0.2], [0.7, -2.0, -1.1], [0.1, 0.5, 0.2], [-0.4, 1.1, 0.8], [0.3, 0.0, -0.6], [-0.2, -1.2, 1.6]],
  "homo_lumo_gap_ev": 2.30,
  "total_charge": 1,
  "homo_ha": -0.340,
  "energy_ha": -5787.96438,
  "e_lumo_ha": -0.256
}

***

{
  "formula": "C5H6BClN2O3",
  "method": "ωB97M-V/def2-TZVPD",
  "elements": ["C", "O", "B", "O", "C", "C", "N", "C", "O", "Cl", "C", "N", "H", "H", "H", "H", "H", "H"],
  "positions_angstrom": [[2.40428, 1.32153, -0.03085], [2.34218, -0.12015, 0.18080], [1.11659, -0.68256, -0.39327], [1.27443, -1.37982, -1.64399], [-0.26647, -0.50834, 0.45509], [-0.87682, -1.92104, 0.97474], [-1.21489, -3.00643, 1.40732], [-1.40778, 0.38463, -0.25502], [-1.41112, 1.77464, 0.16745], [-1.44037, 0.29967, -2.08419], [-2.84132, -0.21297, 0.24902], [-3.84194, -0.75335, 0.68344], [3.40203, 1.67910, 0.44582], [1.51191, 1.78789, 0.52758], [2.44014, 1.60315, -1.14054], [1.00727, -2.32549, -1.58390], [0.01965, 0.05430, 1.43276], [-2.27553, 1.96325, 0.62548]],
  "atomic_forces_ev_per_a": [[0.7, 0.6, 0.9], [-2.7, 0.0, -1.9], [2.8, -0.7, -0.9], [-0.4, 0.1, 2.9], [-1.0, -0.6, 1.6], [-0.3, -3.3, 1.1], [1.9, 6.2, -2.5], [-3.1, -0.1, 1.5], [-0.4, -1.8, 0.0], [0.3, 0.0, 1.4], [-3.1, -2.4, 1.4], [5.6, 3.3, -2.5], [-1.9, -0.6, -0.8], [1.3, -0.2, -1.0], [-0.3, -0.5, 1.5], [-0.2, 1.0, -0.3], [-0.7, -0.9, -1.6], [1.2, -0.3, -0.8]],
  "homo_lumo_gap_ev": 10.83,
  "homo_ha": -0.406,
  "energy_ha": -1014.36199,
  "e_above_lowest_kj_mol": 230.8,
  "e_lumo_ha": -0.008
}

***

{
  "formula": "C5H6BNO8",
  "method": "ωB97M-V/def2-TZVPD",
  "elements": ["B", "C", "C", "C", "C", "C", "N", "O", "O", "O", "O", "O", "O", "O", "O", "H", "H", "H", "H", "H", "H"],
  "positions_angstrom": [[-1.35153, 0.00969, -0.13364], [0.39082, 1.73984, -1.35654], [-0.87918, 0.27380, -2.89980], [1.58217, 0.47726, 1.66370], [1.12324, -0.82029, 1.02616], [-0.61803, 0.73167, -1.38159], [0.30530, -1.60141, 1.65577], [1.57759, 1.83793, -1.30391], [-0.83435, -0.98061, -3.05200], [0.17182, -2.83903, 1.42229], [-0.70581, 2.32224, -1.40843], [-0.98767, 1.19771, -3.69276], [-0.43510, -1.07668, 2.58374], [-1.73127, -1.27263, -0.41566], [-1.58913, 0.62268, 1.00789], [1.30363, 0.17218, 2.68008], [1.21193, 1.41162, 1.27407], [2.68052, 0.63981, 1.70421], [1.71513, -1.30991, 0.14381], [-1.59792, -1.58220, -1.29662], [-1.33216, 0.04634, 1.77923]],
  "atomic_forces_ev_per_a": [[0.9, -1.0, -2.6], [1.9, -3.1, 0.6], [0.7, -0.9, 1.6], [0.6, -1.4, 0.7], [3.1, 0.1, -3.1], [-1.8, -0.6, -1.3], [-0.7, -0.8, 0.6], [1.2, 1.6, -0.1], [-0.4, 0.6, 0.0], [0.2, -0.1, -0.2], [-1.9, 2.4, 0.4], [-0.3, 0.2, -1.0], [-0.4, 0.1, 0.8], [-1.0, 0.3, 1.9], [-0.3, 1.2, 1.3], [-0.2, 1.4, 0.3], [-0.8, 0.2, 0.2], [-0.3, -0.6, -0.5], [-1.3, 0.9, 1.9], [0.7, 0.0, -1.4], [0.0, -0.4, 0.2]],
  "homo_lumo_gap_ev": 7.15,
  "total_charge": -2,
  "homo_ha": -0.036,
  "energy_ha": -875.66666,
  "e_above_lowest_kj_mol": 222.3,
  "e_lumo_ha": 0.227
}

***

{
  "formula": "C5H6BO2P",
  "method": "ωB97M-V/def2-TZVPD",
  "elements": ["B", "C", "C", "C", "C", "C", "O", "O", "P", "H", "H", "H", "H", "H", "H"],
  "positions_angstrom": [[1.73889, -0.65159, 0.01439], [-1.49786, 1.49353, -0.41117], [-0.15847, 1.07893, -0.40432], [-1.08820, -1.48090, 0.27161], [-2.54950, 0.80181, -0.02567], [0.29467, -0.13765, -0.22987], [2.44468, -0.07876, 1.03232], [2.30322, -1.32221, -0.94428], [-2.66879, -0.99844, 0.36656], [-1.58856, 2.57702, -0.45074], [0.59860, 1.80591, -0.81905], [-0.84448, -2.39067, 0.61468], [-3.49787, 1.26049, 0.30617], [3.24565, -0.51809, 1.25790], [3.26804, -1.43938, -0.57854]],
  "atomic_forces_ev_per_a": [[-1.9, 2.8, 0.6], [-0.3, 2.1, 0.9], [1.7, 0.7, -2.3], [1.8, 6.6, -2.0], [-2.1, -2.1, 1.2], [-2.9, -4.7, 2.6], [-1.0, 0.2, 0.7], [4.5, -2.6, -0.5], [0.4, 1.2, -0.3], [-0.3, 0.0, -0.3], [-0.8, -0.5, 0.9], [1.5, -3.3, 0.8], [0.5, 0.2, -0.9], [1.1, -0.3, 0.4], [-2.3, -0.1, -1.8]],
  "homo_lumo_gap_ev": 9.04,
  "homo_ha": -0.329,
  "energy_ha": -710.76591,
  "e_above_lowest_kj_mol": 0.0,
  "e_lumo_ha": 0.003
}

***

{
  "formula": "C5H6Br2",
  "method": "ωB97M-V/def2-TZVPD",
  "elements": ["C", "C", "C", "C", "C", "Br", "Br", "H", "H", "H", "H", "H", "H"],
  "positions_angstrom": [[1.74472, 0.33651, -1.82145], [0.69872, 0.17221, -1.24758], [-0.71473, -1.37932, 0.08343], [-0.09395, 1.16162, 1.36806], [-0.48697, -0.03350, -0.53286], [1.51818, 0.51388, 2.07703], [-2.04748, 0.83045, -1.24264], [2.64596, 0.47801, -2.33763], [0.14720, -1.64470, 0.70188], [-1.61315, -1.37884, 0.69721], [-0.82124, -2.14581, -0.68909], [-0.01663, 2.16612, 0.98088], [-0.96063, 0.92337, 1.96277]],
  "atomic_forces_ev_per_a": [[-0.8, -0.1, 0.5], [0.8, 0.2, -0.7], [-0.1, -0.3, -0.2], [-0.3, -1.5, -2.8], [0.0, 1.6, 3.5], [0.0, 0.0, 0.1], [0.1, -0.1, 0.0], [0.5, 0.1, -0.3], [-0.1, 0.1, -0.1], [0.0, 0.0, 0.0], [0.0, 0.0, 0.0], [0.0, 0.1, 0.0], [-0.1, -0.1, 0.1]],
  "homo_lumo_gap_ev": [8.46, 8.45],
  "homo_ha": [-0.311, -0.311],
  "energy_ha": -5342.00110,
  "e_above_lowest_kj_mol": 297.1,
  "e_lumo_ha": [0.000, 0.000]
}